# 1
ORCA calculation (ωB97M-V/def2-TZVPD) on a cluster of 8 separate species, C35H59BrCl2IN9O8 in total at a distorted geometry.

Total charge: 0
Orbital gap in eV: 7.48
E_HOMO in eV: -8.67

Each line ends with the Mulliken charge.
CARTESIAN COORDINATES (ANGSTROEM)
C 3.827 -2.033 3.466  -0.875
C 4.600 -1.610 2.133  0.258
Cl 6.359 -2.164 1.981  -0.220
C 4.019 -0.864 1.060  -0.190
Cl 5.033 -0.480 -0.399  -0.169
C 2.467 -0.450 1.221  0.482
N 1.553 -1.536 1.356  -0.624
C 0.238 -0.972 1.492  0.695
C -0.945 -2.009 1.705  -0.400
C -2.421 -1.611 1.887  -0.576
I -3.942 -3.152 2.229  0.105
C -2.814 -0.094 1.823  0.977
C -4.300 0.477 2.008  -1.092
C -1.674 0.925 1.605  -0.617
C -0.163 0.521 1.453  -0.520
N 0.812 1.556 1.280  0.142
C 2.147 1.071 1.185  0.153
C 3.279 2.210 0.997  -0.018
C 3.263 3.312 2.163  0.335
O 4.349 3.526 2.780  -0.549
Br 1.708 4.403 2.699  -0.152
H 4.507 -2.623 4.174  0.364
H 3.425 -1.143 4.071  0.244
H 2.980 -2.763 3.171  0.243
H -0.685 -3.130 1.725  0.302
H -4.788 0.766 1.005  0.139
H -4.189 1.433 2.650  0.320
H -4.983 -0.240 2.596  0.411
H -1.955 2.035 1.560  0.449
H 4.338 1.794 0.952  0.242
H 3.079 2.758 0.013  0.203
C 0.461 0.758 -2.623  -0.788
N -0.830 0.273 -2.183  0.368
C -1.903 -0.076 -2.939  0.910
C -1.786 0.039 -4.435  -1.743
O -2.931 -0.472 -2.393  -0.563
H 1.226 0.069 -2.257  0.240
H 0.627 1.742 -2.177  0.117
H 0.529 0.834 -3.706  0.410
H -0.989 0.167 -1.189  -0.185
H -2.721 -0.274 -4.897  0.433
H -1.593 1.078 -4.716  0.435
H -0.987 -0.609 -4.801  0.468
C -2.597 -5.605 -5.482  -0.818
N -2.742 -4.243 -5.947  -0.170
C -3.114 -3.143 -5.236  0.793
C -3.422 -3.316 -3.774  -1.088
O -3.187 -2.053 -5.794  -0.676
H -1.567 -5.920 -5.665  0.275
H -3.271 -6.239 -6.062  0.280
H -2.825 -5.706 -4.423  0.319
H -2.553 -4.045 -6.920  0.247
H -3.701 -2.352 -3.347  -0.032
H -4.259 -4.006 -3.646  0.467
H -2.541 -3.685 -3.245  0.383
C 0.762 6.415 -3.303  -0.943
N 1.250 5.181 -2.727  -0.173
C 1.195 4.777 -1.430  0.738
C 0.556 5.696 -0.426  -0.707
O 1.663 3.688 -1.109  -0.612
H 0.028 6.166 -4.073  0.294
H 1.604 6.932 -3.768  0.300
H 0.303 7.064 -2.561  0.376
H 1.695 4.509 -3.337  0.250
H 0.588 5.228 0.559  -0.398
H 1.101 6.641 -0.381  0.411
H -0.490 5.872 -0.688  0.376
C 6.201 -3.984 -2.614  -0.874
N 5.597 -2.736 -3.028  0.051
C 5.617 -2.156 -4.259  0.862
C 6.350 -2.865 -5.366  -1.301
O 5.048 -1.086 -4.438  -0.646
H 5.412 -4.638 -2.238  0.283
H 6.904 -3.772 -1.805  0.280
H 6.725 -4.479 -3.429  0.352
H 5.085 -2.199 -2.340  0.025
H 6.275 -2.279 -6.282  0.281
H 7.406 -2.972 -5.109  0.352
H 5.902 -3.845 -5.546  0.355
C 2.007 6.749 8.698  -0.817
N 1.144 5.938 7.867  -0.180
C 1.419 5.379 6.655  0.723
C 2.784 5.605 6.064  -0.617
O 0.564 4.715 6.083  -0.643
H 2.119 6.250 9.663  0.272
H 1.524 7.717 8.851  0.274
H 2.987 6.899 8.251  0.332
H 0.208 5.741 8.195  0.233
H 2.848 5.098 5.101  -0.279
H 2.952 6.673 5.904  0.339
H 3.552 5.194 6.723  0.356
C -4.596 1.901 -2.065  -0.872
N -3.956 2.681 -1.026  0.306
C -4.081 4.010 -0.769  1.011
C -4.992 4.820 -1.651  -1.472
O -3.460 4.513 0.161  -0.657
H -5.176 1.108 -1.588  0.224
H -3.817 1.451 -2.677  0.166
H -5.250 2.503 -2.693  0.418
H -3.328 2.208 -0.391  -0.210
H -4.985 5.859 -1.319  0.323
H -4.643 4.786 -2.685  0.352
H -6.015 4.443 -1.583  0.374
C -2.730 -7.169 4.583  -0.821
N -3.327 -7.115 3.266  -0.055
C -3.344 -8.080 2.306  0.817
C -2.667 -9.390 2.605  -1.232
O -3.900 -7.865 1.237  -0.652
H -3.516 -7.001 5.323  0.288
H -1.994 -6.366 4.658  0.262
H -2.246 -8.124 4.778  0.324
H -3.802 -6.267 2.989  0.070
H -2.766 -10.052 1.744  0.280
H -1.603 -9.229 2.795  0.343
H -3.138 -9.869 3.465  0.346

Atoms 1-3, force components in eV/Å:
C 0.2 -0.7 -0.2
C -0.9 1.3 -1.8
Cl -2.3 0.7 0.3

---

# 2
ORCA calculation (ωB97M-V/def2-TZVPD) on a cluster of 7 separate species, C35H59BrN6O5 in total at a distorted geometry.

Total charge: 0
Orbital gap in eV: 10.45
E_HOMO in eV: -10.28

Each line ends with the Mulliken charge.
CARTESIAN COORDINATES (ANGSTROEM)
C 5.182 -1.344 3.095  -1.563
C 5.045 0.065 2.474  1.391
C 3.998 0.805 3.330  -1.877
C 4.507 0.043 1.048  -0.561
C 5.462 -0.600 0.033  -1.576
C 4.707 -0.971 -1.297  1.513
C 4.192 -2.402 -1.141  -1.766
C 2.658 -2.534 -1.204  0.068
C 2.003 -2.524 0.146  0.204
O 2.524 -2.838 1.131  -0.452
O 0.689 -2.077 0.193  -0.498
O 3.693 0.040 -1.467  -0.451
C 4.293 1.109 -2.056  0.556
O 4.047 2.192 -1.785  -0.464
O 5.173 0.654 -2.978  -0.353
C 5.567 -0.650 -2.527  -0.117
Br 5.387 -1.783 -4.111  -0.230
H 4.230 -1.728 3.456  0.274
H 5.701 -2.056 2.453  0.398
H 5.802 -1.230 3.990  0.470
H 6.028 0.536 2.556  -0.120
H 3.103 0.178 3.299  0.461
H 3.701 1.742 2.850  0.337
H 4.319 0.945 4.360  0.470
H 4.388 1.086 0.747  0.388
H 3.499 -0.371 1.031  0.212
H 5.988 -1.456 0.444  0.491
H 6.189 0.173 -0.250  0.428
H 4.505 -2.865 -0.211  0.327
H 4.580 -3.056 -1.921  0.671
H 2.203 -1.762 -1.821  0.150
H 2.455 -3.519 -1.646  0.459
H 0.094 -2.840 0.156  0.348
H 6.619 -0.538 -2.277  0.427
C -0.168 2.623 5.222  -1.137
C 0.277 3.546 6.351  -0.470
C 1.788 3.796 6.358  -0.281
C 2.549 2.581 6.647  0.258
N 3.148 1.627 6.870  -0.481
H 0.263 1.626 5.328  0.340
H -1.253 2.518 5.225  0.329
H 0.129 3.022 4.249  0.306
H -0.036 3.126 7.309  0.304
H -0.231 4.507 6.244  0.315
H 2.027 4.546 7.115  0.328
H 2.105 4.204 5.397  0.210
C -1.892 -3.174 -5.406  -1.268
C -1.546 -2.283 -4.221  0.043
C -0.038 -2.062 -4.063  -0.319
C 0.677 -3.292 -3.725  0.377
N 1.247 -4.250 -3.447  -0.592
H -1.488 -4.181 -5.278  0.419
H -2.971 -3.257 -5.510  0.376
H -1.495 -2.761 -6.336  0.287
H -1.960 -2.716 -3.307  0.259
H -2.022 -1.317 -4.357  -0.075
H 0.139 -1.331 -3.270  0.256
H 0.378 -1.640 -4.980  0.364
C -3.378 2.794 -4.300  -1.038
C -4.552 2.591 -5.250  -0.520
C -5.383 1.350 -4.915  0.238
C -4.634 0.109 -5.102  0.301
N -4.044 -0.868 -5.243  -0.438
H -2.661 1.973 -4.370  0.258
H -2.849 3.716 -4.544  0.346
H -3.719 2.865 -3.266  0.261
H -4.184 2.529 -6.277  0.308
H -5.203 3.465 -5.198  0.349
H -6.267 1.324 -5.556  0.308
H -5.742 1.409 -3.886  -0.419
C -6.238 -0.776 -1.313  -0.350
C -6.335 0.054 -0.038  -0.418
C -7.528 1.014 -0.034  -0.522
C -7.407 2.054 -1.055  0.290
N -7.310 2.872 -1.856  -0.453
H -6.067 -0.148 -2.189  -0.257
H -5.406 -1.478 -1.242  0.286
H -7.153 -1.350 -1.476  0.263
H -5.406 0.612 0.103  0.299
H -6.432 -0.621 0.815  0.282
H -7.603 1.493 0.944  0.309
H -8.457 0.461 -0.186  0.297
C 5.708 5.570 2.753  -1.170
C 6.018 4.904 4.089  -0.206
C 7.350 4.149 4.088  -0.499
C 7.332 3.003 3.181  0.224
N 7.306 2.095 2.479  -0.515
H 5.589 4.831 1.958  0.293
H 4.779 6.137 2.820  0.339
H 6.503 6.259 2.464  0.334
H 5.205 4.225 4.355  0.111
H 6.059 5.671 4.866  0.337
H 7.564 3.792 5.097  0.287
H 8.165 4.821 3.811  0.314
C -8.457 -4.991 -0.971  -1.259
C -6.956 -4.834 -1.186  -0.074
C -6.127 -5.225 0.039  -0.438
C -6.361 -4.323 1.166  0.257
N -6.541 -3.607 2.046  -0.456
H -8.820 -4.326 -0.184  0.339
H -8.998 -4.748 -1.886  0.343
H -8.709 -6.017 -0.694  0.363
H -6.736 -3.802 -1.468  -0.008
H -6.656 -5.463 -2.026  0.324
H -5.066 -5.196 -0.218  0.286
H -6.350 -6.252 0.334  0.330

Atoms 1-3, force components in eV/Å:
C 0.6 0.6 0.3
C -0.7 -0.9 0.8
C 0.2 -0.2 -0.7

---

# 3
ORCA calculation (ωB97M-V/def2-TZVPD) on a structure of composition C35H60BrN2OS2Si3Ti at a distorted geometry.

Total charge: 0
Multiplicity: 2
Orbital gap (spin up / spin down) in eV: 6.81 / 7.88
E_HOMO (spin up / spin down) in eV: -6.83 / -8.32
Energy above the lowest of the compared OMol25 structures with the same formula, charge and spin in kcal/mol: 32.1

Each line ends with the Mulliken charge.
CARTESIAN COORDINATES (ANGSTROEM)
Ti -1.092 0.229 -1.286  -1.391
C 0.957 1.462 2.202  -1.996
C 0.745 0.835 0.858  0.637
N -0.410 1.005 0.240  1.383
N -1.278 2.012 0.618  -1.125
C -1.690 2.717 -0.392  0.522
S -1.146 2.473 -2.047  -0.333
S -2.884 3.969 -0.028  -0.108
C -2.307 5.461 -0.941  -1.129
C -2.540 5.512 -2.428  0.830
C -3.785 5.203 -2.963  -0.330
C -3.984 5.216 -4.333  -0.503
C -2.944 5.558 -5.186  -0.478
C -1.712 5.910 -4.656  -0.563
C -1.512 5.887 -3.285  -0.362
C 1.804 0.166 0.133  1.005
C 3.140 0.311 0.550  -1.157
C 4.197 -0.120 -0.218  -1.078
C 3.960 -0.757 -1.432  -0.243
C 2.662 -0.968 -1.849  -0.712
C 1.578 -0.514 -1.100  0.317
O 0.345 -0.717 -1.575  -0.028
H 1.265 2.507 2.111  0.307
H 1.710 0.918 2.766  0.570
H 0.017 1.447 2.751  0.415
H -1.255 5.592 -0.695  0.356
H -2.882 6.249 -0.453  0.478
H -4.587 4.912 -2.295  0.334
H -4.953 4.955 -4.740  0.398
H -3.094 5.542 -6.258  0.395
H -0.900 6.200 -5.310  0.379
H -0.536 6.130 -2.880  0.326
H 3.346 0.818 1.483  0.322
H 5.211 0.051 0.120  0.427
H 4.788 -1.089 -2.046  0.448
H 2.449 -1.481 -2.779  0.481
C 0.511 -7.116 2.036  -2.095
C 1.120 -7.008 0.630  2.643
C -0.041 -6.639 -0.306  -1.910
C 1.676 -8.381 0.226  -1.833
Si 2.518 -5.673 0.584  -0.775
Br 1.409 -3.690 0.593  -0.174
C 3.597 -5.610 2.189  2.425
C 4.135 -7.004 2.544  -1.690
C 4.787 -4.661 1.989  -1.974
C 2.801 -5.075 3.390  -1.819
C 3.530 -5.660 -1.060  2.801
C 4.225 -4.312 -1.290  -2.169
C 2.611 -5.883 -2.270  -2.090
C 4.599 -6.764 -1.047  -1.777
H -0.352 -7.787 2.004  0.583
H 0.159 -6.143 2.385  0.340
H 1.216 -7.521 2.764  0.346
H -0.799 -7.428 -0.259  0.568
H 0.265 -6.530 -1.345  0.292
H -0.510 -5.709 0.014  0.231
H 0.891 -9.139 0.314  0.521
H 2.508 -8.685 0.865  0.333
H 2.021 -8.387 -0.809  0.311
H 4.741 -7.426 1.739  0.268
H 3.328 -7.705 2.766  0.285
H 4.766 -6.939 3.435  0.536
H 5.495 -5.043 1.253  0.317
H 5.325 -4.550 2.935  0.617
H 4.455 -3.667 1.680  0.307
H 1.977 -5.730 3.668  0.341
H 2.401 -4.081 3.193  0.267
H 3.470 -4.998 4.253  0.537
H 3.508 -3.496 -1.320  0.085
H 4.742 -4.340 -2.256  0.588
H 4.967 -4.084 -0.527  0.294
H 1.820 -5.131 -2.314  0.262
H 2.155 -6.874 -2.268  0.384
H 3.201 -5.796 -3.187  0.581
H 5.326 -6.613 -0.247  0.308
H 5.146 -6.754 -1.994  0.527
H 4.158 -7.756 -0.927  0.301
C -4.557 1.387 -2.652  -0.875
Si -3.718 -0.297 -2.493  0.563
C -4.960 -1.618 -3.038  -1.229
C -2.210 -0.394 -3.708  -1.015
C -2.979 -0.483 -0.781  -0.125
Si -2.714 -2.224 -0.139  0.466
C -4.280 -3.230 0.218  -1.204
C -1.758 -1.988 1.483  -0.523
C -1.765 -3.202 -1.463  -0.520
H -5.141 1.473 -3.572  0.406
H -3.818 2.184 -2.652  -0.052
H -5.233 1.553 -1.809  0.343
H -5.355 -1.396 -4.032  0.376
H -5.801 -1.652 -2.342  0.320
H -4.510 -2.612 -3.064  0.330
H -2.058 0.550 -4.232  0.449
H -2.321 -1.180 -4.454  0.475
H -1.290 -0.628 -3.154  0.265
H -3.481 0.139 -0.033  0.814
H -4.985 -2.665 0.831  0.329
H -4.026 -4.147 0.756  0.314
H -4.791 -3.511 -0.704  0.326
H -2.282 -1.264 2.112  0.316
H -0.759 -1.597 1.275  -0.229
H -1.643 -2.913 2.053  0.373
H -2.221 -3.049 -2.445  0.359
H -1.790 -4.273 -1.258  0.400
H -0.723 -2.891 -1.518  -0.138

Atoms 1-3, force components in eV/Å:
Ti -3.5 1.2 -1.8
C 0.0 0.1 -0.1
C -0.6 0.6 0.3

---

What is the total charge in the first record? 0

---

Which value of total charge does entry 1 give? 0

---

total charge of number 3 (C35H60BrN2OS2Si3Ti)? 0